Entry 1:
Entry from the Open Molecules 2025 dataset: a 6-piece molecular cluster, C14H22B2F8NO8S2 overall in a non-equilibrium geometry (wB97M-V/def2-TZVPD).

Structure (XYZ):
```
57
Properties=species:S:1:pos:R:3:forces:R:3
C -5.8030 0.6110 5.0993 1.6 1.1 -1.2
C -6.0001 1.5628 2.8078 1.0 0.4 1.0
H -3.5499 1.3260 5.3490 -0.3 -0.4 0.1
B -1.5175 -3.3676 -1.6244 -1.2 -1.1 -1.5
C 4.6258 1.9117 -4.9835 1.3 -0.1 -0.3
C 3.7185 4.1310 -6.1788 4.1 -2.3 1.0
H 3.4352 -5.1067 0.9249 0.3 0.1 0.1
C 4.9707 -4.2793 2.4591 -0.5 0.4 -1.1
C 3.6977 -4.2318 1.5198 1.0 0.7 0.5
H 4.5574 -2.3123 3.5401 -0.8 -0.4 -0.3
H -0.9817 0.0119 -0.8312 -0.8 -0.9 -0.8
C 2.5859 3.9748 -5.4727 -4.8 2.1 -1.3
H 4.9532 -5.0418 3.2379 -0.5 0.3 0.2
F -5.3581 2.4381 -1.9520 -0.4 0.9 1.2
H -6.0806 1.4734 1.7244 0.3 0.1 0.1
S 3.9966 -2.7696 0.3657 0.1 -0.9 2.3
O 5.8823 3.3095 -6.6667 3.6 -0.4 -1.2
H 5.8674 -4.5204 1.8883 -0.1 -0.4 -0.4
C -4.5511 1.6681 5.0871 -1.6 0.5 -0.7
H -4.7871 2.5933 5.6129 0.1 -0.2 0.3
F -2.6570 -3.8965 -2.3490 0.2 0.4 0.8
F -1.8804 -2.8808 -0.3748 -0.2 -0.2 1.0
F -5.5671 0.2528 -2.3726 -0.4 -2.4 1.6
F -3.4780 1.3956 -2.6612 0.5 -0.8 1.1
H 6.3339 -2.5310 1.1443 -0.1 -0.4 -0.8
H -6.8612 -0.3629 3.3584 -0.2 0.2 0.4
O 4.5049 -3.3008 -0.9032 -0.9 1.4 1.6
S -4.3655 2.2993 3.3562 0.7 -0.7 -1.7
O 5.4747 0.9999 -5.0561 -0.1 0.2 0.4
H 3.7840 4.8883 -6.9460 0.1 0.0 -0.1
H -1.0832 0.9200 0.4409 0.2 0.6 0.5
N -0.4218 0.6354 -0.2674 -0.9 -1.3 -1.0
C 5.2572 -2.8234 2.8790 -0.6 0.8 -0.3
C 2.5150 2.8792 -4.3753 -2.1 1.1 3.9
O -4.2551 3.7826 3.3232 -0.4 -2.8 0.3
F -0.5776 -4.3762 -1.6342 0.8 -1.3 1.1
O 1.6691 2.8920 -3.3945 -0.6 1.2 -1.8
C 3.4827 1.9497 -4.1300 3.2 -0.3 -2.4
H -5.5010 -0.2146 5.7437 -0.4 -0.1 -0.1
F -0.9571 -2.3590 -2.3196 0.6 2.3 -1.0
H -6.7266 2.2698 3.2085 -0.3 0.0 -0.1
B -4.8798 1.3600 -2.6875 0.6 1.8 -1.9
C -5.9955 0.2486 3.6129 0.7 -0.2 -0.4
O -3.3469 1.4481 2.6709 -1.3 1.8 1.4
H 0.3181 0.0099 0.0178 0.7 0.2 0.5
O 2.8462 -1.8849 0.6188 1.5 -0.8 -1.3
F -5.1887 1.5810 -4.0242 -0.5 0.6 -1.7
H -5.1377 -0.3591 3.3247 0.1 0.1 -0.4
H 5.6240 -1.0493 1.3217 -1.0 0.2 0.6
H 6.1345 -2.7968 3.5253 0.6 0.1 -0.7
C 5.3904 -2.1019 1.4816 1.0 -1.2 -0.2
H 2.8633 -3.9401 2.1576 -0.2 0.0 -0.3
H 3.4745 1.3883 -3.2074 -0.2 -0.3 -0.2
H -6.7673 1.0516 5.3527 0.4 0.4 0.9
H -0.1547 1.3180 -0.9623 0.6 1.0 -0.1
O 1.5180 4.7388 -5.8317 2.6 -2.5 1.9
C 4.9503 3.1860 -5.9486 -6.9 1.3 0.5
```
Forces are in eV/Å.

Calculated values
Kohn-Sham gap ... 2.37 eV
E_HOMO ... 1.8017 eV
E ... -2848.5851 Ha
Charge ... -3

Entry 2:
Entry from the Open Molecules 2025 dataset: a 8-piece molecular cluster, C24H72N8O12 overall in a non-equilibrium geometry (wB97M-V/def2-TZVPD).

Structure (XYZ):
```
116
Properties=species:S:1:pos:R:3:forces:R:3
C 5.4719 1.3993 -1.6425 0.0 0.6 -0.8
H -0.5902 2.4721 -5.6917 0.0 0.1 -0.4
H -3.9991 -4.3679 3.1822 0.4 0.0 0.0
H 0.0636 -1.0769 -3.2812 0.2 0.4 0.1
H 2.9256 2.2228 0.3377 -0.5 0.5 -0.5
O 1.6006 1.9214 0.8494 -1.9 0.2 1.1
H -5.4123 5.0396 -1.2114 0.7 -0.4 -0.2
H 0.9241 1.0603 -4.5573 0.1 0.1 0.5
H -3.4444 2.3674 3.4306 -0.6 -0.3 -0.1
C 0.7308 2.0863 4.5290 -1.1 0.6 0.3
H 3.0679 -1.3503 -2.8413 0.5 0.1 0.2
C -5.0688 4.9038 -0.1864 -0.5 1.0 0.1
H -1.2747 1.8766 -8.1601 0.6 0.1 0.0
H 1.4718 2.8127 4.8691 0.4 -0.3 0.1
H -6.2117 -3.4961 2.3189 0.0 -0.1 0.9
C -2.9927 1.9296 2.5432 1.2 0.4 -0.2
O 0.1177 2.6868 -0.5433 0.3 0.1 0.8
H -4.0522 4.4419 2.0668 -0.6 0.0 -0.4
H 5.3094 1.3781 0.5345 0.4 0.8 -0.2
O 0.2710 0.0150 -0.7494 -0.5 -0.3 1.0
H -0.0353 0.0181 2.9945 0.1 -0.2 -0.2
N 0.1214 -0.2024 3.9838 -0.5 0.1 0.5
H 2.6991 -2.8873 -3.4536 -0.2 -0.5 0.4
C -0.1329 0.8282 -4.4220 0.7 -0.1 -0.8
H -5.3671 -2.1689 3.2252 -0.1 -0.1 0.0
O -3.6890 4.5327 -0.0528 -0.5 -0.4 0.2
O 2.8736 -2.7170 -1.3513 1.3 -0.8 -1.0
H -1.4405 -0.8119 -4.1266 0.0 -0.1 0.0
C 1.2126 0.6761 4.5684 1.5 0.0 0.1
C 4.6795 1.3526 -0.3544 0.0 -0.7 0.5
C 3.9209 0.0265 -0.0932 0.3 0.8 -0.5
H 3.3676 -0.3284 -0.9574 -0.3 0.2 0.1
H -2.2313 -5.3452 -0.9432 0.1 0.6 0.5
C -1.0506 0.8280 -7.9338 -1.0 0.9 -0.4
O 6.0857 2.6511 -1.8149 -0.1 0.5 1.4
N 2.5566 -3.4137 1.1481 -1.2 1.0 -0.3
C 0.5647 -3.9425 -0.3384 0.1 -0.1 0.1
H 3.5192 -3.6044 1.4242 0.0 -0.2 -0.2
C -3.9420 -4.5357 1.0338 -0.2 -0.5 0.3
H 3.4123 2.8601 -1.1652 -0.2 -0.3 0.0
C -0.8184 1.3969 -5.6852 0.3 0.3 1.7
H 7.1055 2.2200 -3.5204 0.1 0.3 -0.4
O -0.3338 2.6414 1.5686 0.9 -0.2 -0.7
C -4.0813 -3.7237 2.3082 -0.4 1.0 -0.5
N -0.6544 1.5282 -3.1719 0.7 -0.4 0.1
H -0.1411 -4.1325 0.4771 0.4 0.1 0.4
H -4.4419 2.1545 0.9402 -0.4 0.6 0.5
H 3.2763 0.2239 0.7639 -0.1 -0.5 -0.2
O -2.7944 -5.3682 1.1642 -0.1 1.3 -0.8
O -0.2737 0.7077 -6.7436 -0.4 -0.3 -0.3
H 4.0451 -4.4256 -0.7053 0.3 0.5 -0.2
H -5.4884 -2.3781 1.4143 0.5 0.7 0.2
H 4.8153 1.3044 -2.5193 -0.4 -0.6 0.1
H -2.9273 -2.2501 3.2827 -0.3 -0.1 0.1
H 1.3572 0.3664 5.6034 -0.3 -0.1 0.0
H -5.1837 5.8980 0.2509 -0.2 -0.2 0.3
C 2.0177 -4.2763 -0.0135 0.3 -1.3 2.0
C 6.4282 2.9902 -3.1485 -0.4 -0.5 -0.4
H -1.6418 -6.6458 0.1240 -0.2 -0.2 -0.2
N 0.0714 -0.4048 0.4067 0.7 -1.5 -1.4
H 1.9429 -3.5005 1.9557 0.2 -0.2 0.1
H -2.0644 0.4269 -7.8306 0.2 -0.6 0.3
H -1.9039 1.3365 -5.5150 -0.2 -0.4 -0.6
H 4.6414 -0.7509 0.1569 0.1 0.1 0.1
C 3.0743 -4.1068 -1.0958 -1.8 0.0 0.6
H 4.3315 -2.6676 -2.8938 0.1 0.3 0.4
C 2.5486 0.4858 3.8402 -0.5 -0.8 -0.2
H -3.0143 0.8390 2.4955 -0.5 0.0 0.3
H 2.0280 -5.2179 0.5406 0.1 -0.6 -1.0
C -0.3555 -0.6616 -4.1992 -1.0 -0.3 0.2
O 1.0143 -0.9246 1.0512 -0.5 0.3 0.3
H 5.5191 3.0439 -3.7628 0.0 -0.3 -0.1
H 2.8595 -4.7393 -1.9595 -0.1 0.1 -0.1
H 4.1589 3.3399 0.1825 0.3 -0.1 -0.1
H 2.4835 0.6796 2.7684 -0.2 0.2 0.1
H -2.4522 4.4584 1.5786 0.3 -0.4 -0.4
O -1.0906 -0.4554 0.8913 -0.2 0.5 0.3
H 0.4436 2.3729 3.5077 0.1 -0.1 0.2
H -0.0528 -1.3288 -5.0030 0.3 0.5 -0.3
C 3.2968 -2.4027 -2.6713 -0.5 0.6 -1.0
H 2.4434 -2.4439 0.8441 0.3 0.4 0.0
C -3.4198 4.0638 1.2573 0.4 0.5 -0.2
C -0.8882 3.4796 5.5066 0.0 0.3 0.8
H 3.3214 1.1126 4.2773 -0.1 0.0 0.1
H -1.0597 3.9818 4.5510 0.0 -0.3 -0.2
N -2.9444 -2.6873 2.3584 1.0 -0.2 1.0
H -0.7511 -0.0384 4.4987 0.1 0.7 0.0
H -2.0110 -3.0945 2.2570 -0.2 -0.3 -0.4
H -1.6599 2.2697 0.1216 -0.2 0.5 -0.2
H -1.6391 1.2732 -3.1291 -0.1 0.1 0.4
H -3.9306 -3.9336 0.1168 0.4 0.4 0.1
H -0.5493 0.3809 -8.7841 0.2 -0.1 0.2
O -0.4071 2.1443 5.3910 0.1 -0.2 -0.9
N -2.6566 2.0048 0.0683 0.1 0.4 0.9
H 2.8556 -0.5573 3.9552 0.2 0.0 0.1
H 0.4278 -2.9131 -0.6626 0.1 -0.2 -0.4
C -5.3258 -2.8585 2.3879 -0.9 -0.9 -1.6
N 0.4698 2.4352 0.6399 0.0 0.2 -0.9
H -3.1033 2.3882 -0.7645 0.2 0.0 -0.1
H -4.8590 -5.1208 0.9012 0.0 -0.3 0.3
H -3.0104 -1.8986 1.7119 -0.2 -0.3 -0.4
H -0.1647 4.0690 6.0769 0.0 0.1 -0.1
H 6.1863 0.5722 -1.6454 0.1 -0.1 0.0
C -2.4795 -5.9880 -0.0918 -0.4 -0.7 0.2
H -1.8019 3.4453 6.0962 0.0 0.0 -0.1
N 3.7180 2.5260 -0.2519 1.9 0.1 -0.2
H -2.6478 0.9855 0.1201 -0.1 0.0 -0.3
H 0.2688 -1.2024 4.1090 0.6 0.0 -0.3
C -3.4773 2.5636 1.2481 0.2 -1.3 0.0
H -5.7545 4.1953 0.2831 0.2 -0.1 0.2
H -0.1417 1.1605 -2.3511 -0.5 -0.2 0.0
H 6.8444 3.9916 -3.2069 0.4 -0.2 0.5
H 0.2277 -4.6879 -1.0599 0.2 0.3 -0.5
H -3.3661 -6.5338 -0.4219 0.2 -0.4 0.0
H -0.5617 2.5416 -3.0659 0.0 0.1 -0.7
H -1.9304 2.1816 2.6554 -0.4 -0.1 0.0
```
Forces are in eV/Å.

Calculated values
Kohn-Sham gap ... 8.17 eV
ΔE to the lowest compared entry with this formula, charge and spin ... 0.0 kcal/mol
E_HOMO ... -17.9748 eV
E ... -2296.8980 Ha
Charge ... +4